No. 1
A structure of composition C18H6Cl7F3NPbS2. Source: the OMol25 dataset; level of theory: ωB97M-V with the def2-TZVPD basis set.

Last column: Mulliken charge in e.
Positions of all 38 atoms, in Å:
Pb -0.266 0.214 0.553  0.635
Cl 2.261 2.184 2.601  -0.193
C 0.621 2.612 2.826  0.269
C -0.370 1.940 2.148  -0.771
C -1.702 2.275 2.299  0.766
Cl -2.847 1.381 1.363  -0.184
C -2.084 3.299 3.163  -0.103
Cl -3.734 3.703 3.354  -0.159
C -1.081 3.983 3.866  0.369
Cl -1.514 5.237 4.940  -0.141
C 0.267 3.651 3.699  0.247
Cl 1.484 4.491 4.547  -0.147
F -2.398 -6.067 0.918  -0.284
C -1.943 -4.866 1.267  0.577
F -2.775 -4.382 2.201  -0.207
F -0.756 -5.049 1.864  -0.206
C -1.842 -3.922 0.094  -0.113
C -2.236 -4.285 -1.181  -0.206
C -2.146 -3.361 -2.217  -0.797
C -1.695 -2.089 -1.914  -0.388
N -1.322 -1.745 -0.696  -0.290
C -1.360 -2.621 0.313  0.812
S -0.785 -2.054 1.830  -0.249
H -2.618 -5.279 -1.360  0.537
H -2.422 -3.623 -3.223  0.428
H -1.623 -1.310 -2.658  0.503
Cl 2.289 -0.536 -0.151  -0.142
C 2.653 0.468 -1.527  0.938
C 3.940 0.413 -2.048  -0.756
C 4.302 1.239 -3.099  -0.450
C 3.386 2.132 -3.635  -0.626
C 2.105 2.154 -3.129  0.120
Cl 0.884 3.218 -3.726  -0.206
C 1.704 1.322 -2.077  0.201
S 0.010 1.539 -1.657  -0.074
H 4.657 -0.270 -1.623  0.454
H 5.304 1.197 -3.495  0.393
H 3.653 2.807 -4.431  0.444

Forces on atoms 1 to 6 (eV/Å):
-0.13 0.35 0.45
0.26 -0.19 -0.14
-0.34 0.19 0.13
-0.17 -0.89 -0.72
0.41 0.36 0.36
-0.40 -0.06 -0.16

Results
**HOMO energy**: -0.4394 Ha
**Net charge**: +1
**Kohn-Sham gap**: 0.2300 hartree
**E_tot**: -142974.4571 eV

---

No. 2
A cluster of 18 separate species, C18H72O18 in total. Source: the OMol25 dataset; level of theory: ωB97M-V with the def2-TZVPD basis set.

Last column: Mulliken charge in e.
Positions of all 108 atoms, in Å:
C -3.445 1.213 -4.267  -0.207
O -4.364 2.072 -3.525  -0.565
H -2.424 1.593 -4.020  -0.084
H -3.559 0.221 -3.911  0.248
H -3.568 1.348 -5.357  0.315
H -5.165 1.619 -3.287  0.292
C 3.039 -2.558 -3.108  -0.658
O 1.986 -1.696 -3.683  -0.597
H 3.323 -2.370 -2.091  0.234
H 2.688 -3.605 -3.226  0.199
H 3.835 -2.447 -3.781  0.380
H 1.360 -1.435 -2.973  0.283
C 0.411 -5.007 -0.935  -0.563
O -0.603 -4.547 -1.831  -0.489
H 1.187 -5.528 -1.489  0.308
H 0.965 -4.258 -0.371  0.133
H 0.007 -5.773 -0.270  0.321
H -1.287 -4.188 -1.218  0.262
C -3.712 -3.323 4.037  -0.782
O -3.051 -2.675 2.917  -0.406
H -3.543 -2.837 4.967  0.292
H -4.771 -3.310 3.821  0.280
H -3.349 -4.378 4.123  0.257
H -2.122 -2.676 3.199  0.365
C 4.259 2.275 1.597  -0.525
O 3.758 1.049 1.138  -0.314
H 5.157 2.517 0.943  0.301
H 3.543 3.090 1.463  -0.073
H 4.579 2.169 2.638  0.335
H 3.657 1.137 0.169  0.375
C -1.717 4.785 -2.969  -0.704
O -2.190 3.622 -2.243  -0.389
H -1.868 4.733 -4.043  0.274
H -2.363 5.558 -2.609  0.329
H -0.674 4.897 -2.722  0.224
H -3.079 3.404 -2.468  0.178
C 1.166 0.393 3.764  0.243
O 0.750 -0.197 5.020  -0.606
H 1.062 -0.411 3.025  -0.427
H 0.539 1.239 3.503  0.315
H 2.178 0.752 3.912  0.226
H 0.709 0.339 5.832  0.253
C 2.430 6.249 3.692  -0.549
O 3.199 5.516 2.768  -0.486
H 1.378 6.025 3.613  0.265
H 2.812 5.984 4.747  0.200
H 2.654 7.311 3.467  0.211
H 2.694 4.706 2.489  0.310
C 0.617 -3.249 3.907  -0.419
O -0.533 -2.440 4.029  -0.511
H 0.479 -3.921 3.093  0.273
H 1.514 -2.666 3.644  -0.039
H 0.757 -3.774 4.850  0.314
H -0.371 -1.687 4.610  0.204
C 1.009 1.405 -4.845  -0.594
O 1.847 1.174 -3.739  -0.423
H 0.643 2.449 -4.862  0.235
H 1.526 1.219 -5.788  0.327
H 0.181 0.718 -4.785  0.099
H 2.090 0.264 -3.804  0.291
C -2.675 0.370 -0.723  -0.563
O -1.545 0.968 -1.270  0.311
H -2.490 0.293 0.361  0.163
H -3.567 1.000 -0.698  0.274
H -2.920 -0.585 -1.158  0.139
H -1.713 1.783 -1.792  -0.092
C 3.760 3.049 -2.128  -0.805
O 3.139 2.065 -1.285  -0.375
H 3.000 3.626 -2.635  0.223
H 4.297 3.720 -1.506  0.326
H 4.385 2.536 -2.834  0.299
H 2.650 1.447 -1.878  0.275
C 4.270 -1.811 2.390  -0.795
O 3.040 -1.585 1.685  -0.167
H 4.946 -0.953 2.466  0.222
H 3.947 -2.115 3.386  0.262
H 4.792 -2.679 1.941  0.233
H 3.037 -0.708 1.360  0.378
C -1.261 -3.111 -4.369  -0.805
O -1.352 -2.371 -3.150  -0.177
H -1.998 -3.908 -4.416  0.303
H -1.682 -2.351 -5.064  0.253
H -0.254 -3.389 -4.643  0.193
H -0.934 -2.874 -2.413  0.300
C 0.061 2.978 0.632  -0.105
O 0.730 3.992 1.435  -0.365
H 0.642 2.082 0.853  -0.304
H -0.953 2.702 0.986  0.296
H 0.046 3.334 -0.456  0.135
H 0.354 4.827 1.115  0.237
C -3.621 0.687 3.590  -0.676
O -3.671 0.174 2.256  -0.456
H -4.511 0.441 4.233  0.280
H -2.692 0.470 4.130  0.160
H -3.638 1.772 3.615  0.335
H -3.397 -0.768 2.287  0.338
C 0.396 -1.242 0.145  0.646
O 0.810 -0.574 -1.039  0.572
H 0.872 -2.281 0.108  -0.399
H 0.655 -0.782 1.103  -0.728
H -0.655 -1.364 0.170  0.092
H 0.056 0.002 -1.253  0.041
C -4.001 -3.530 -0.628  -0.680
O -2.778 -3.646 0.041  -0.412
H -3.862 -3.154 -1.653  0.178
H -4.429 -4.518 -0.799  0.280
H -4.713 -2.902 -0.144  0.355
H -2.804 -3.200 0.890  0.264

Forces on atoms 1 to 6 (eV/Å):
0.31 2.05 0.30
1.07 0.41 -0.48
-0.77 -0.47 -0.12
0.11 -1.09 -0.07
-0.24 -0.35 0.49
-0.34 -0.49 -0.04

Results
**HOMO energy**: -0.3507 Ha
**Kohn-Sham gap**: 0.3674 hartree
**E_tot**: -56681.4835 eV

---

No. 3
A structure of composition C18H8N3O4S7Ta. Source: the OMol25 dataset; level of theory: ωB97M-V with the def2-TZVPD basis set.

Last column: Mulliken charge in e.
Positions of all 41 atoms, in Å:
Ta -0.011 0.012 -0.054  0.810
O 3.436 5.818 -2.057  -0.667
C 3.991 4.858 -1.508  0.258
O 5.144 4.647 -1.114  -0.670
C 3.034 3.690 -1.258  0.487
C 3.366 2.386 -1.621  -0.833
C 2.489 1.354 -1.385  0.024
N 1.297 1.558 -0.791  0.063
C 0.966 2.823 -0.445  0.671
C 1.791 3.896 -0.642  -0.638
C -0.342 2.926 0.263  0.272
O -0.953 3.907 0.529  -0.548
O -0.806 1.669 0.577  -0.534
H 4.334 2.188 -2.060  0.451
H 2.721 0.330 -1.644  0.545
H 1.478 4.891 -0.356  0.549
S 5.041 -4.189 3.480  -0.201
C 3.947 -3.268 2.705  0.142
S 3.317 -3.647 1.125  -0.061
C 2.267 -2.263 0.987  0.235
C 2.267 -1.397 2.022  0.278
S 1.291 0.035 2.030  -0.274
S 3.318 -1.777 3.357  -0.051
S 1.273 -2.018 -0.414  -0.330
S -3.697 -0.562 2.728  -0.200
C -2.114 -0.308 2.193  0.096
N -1.792 -0.829 1.035  -0.164
C -2.879 -1.543 0.502  -0.061
C -2.875 -2.337 -0.646  -0.308
C -4.038 -2.987 -0.995  -0.902
C -5.197 -2.876 -0.216  -0.491
C -5.201 -2.134 0.943  -0.501
C -4.024 -1.476 1.297  0.661
H -1.414 0.274 2.772  0.352
H -1.976 -2.461 -1.230  0.561
H -4.051 -3.606 -1.882  0.407
H -6.094 -3.399 -0.518  0.391
H -6.083 -2.073 1.564  0.400
S -1.525 -1.059 -4.407  -0.299
C -1.034 -0.668 -2.986  0.902
N -0.663 -0.382 -1.878  -0.823

Forces on atoms 1 to 6 (eV/Å):
0.32 -0.10 0.28
-0.07 0.03 -0.03
0.06 0.12 0.07
0.05 -0.09 -0.03
-0.10 -0.09 0.11
0.03 -0.03 -0.01

Results
**HOMO energy**: -0.2994 Ha
**Kohn-Sham gap**: 0.2011 hartree
**E_tot**: -108857.8954 eV

---

No. 4
A structure of composition C18H9Br2CrFO8. Source: the OMol25 dataset; level of theory: ωB97M-V with the def2-TZVPD basis set.

Last column: Mulliken spin population.
Positions of all 39 atoms, in Å:
Cr -1.139 -0.569 1.462  3.976
Br -3.180 -2.309 1.465  -0.004
Br -2.116 1.215 3.006  0.016
C 2.907 3.453 2.021  0.001
C 1.589 2.741 1.684  0.005
C 1.621 1.199 1.310  -0.020
O 0.578 0.537 1.237  -0.047
C 2.975 0.540 1.228  0.009
C 4.097 1.265 1.454  0.002
C 4.082 2.768 1.843  -0.001
O 5.219 3.367 1.969  -0.001
O 5.188 0.592 1.416  0.008
O 0.495 3.269 1.684  0.000
H 2.896 4.513 2.227  0.000
H 3.027 -0.507 0.967  0.000
C -3.752 0.038 -1.269  0.007
C -4.890 0.683 -1.589  0.007
C -4.941 2.245 -1.545  -0.001
O -5.997 2.938 -1.674  -0.001
C -3.873 3.006 -1.163  0.001
C -2.528 2.396 -0.905  -0.002
C -2.547 0.780 -0.948  0.000
O -1.680 0.127 -0.391  0.033
O -1.651 2.914 -0.191  0.002
O -5.892 -0.172 -1.535  0.018
H -3.662 -1.038 -1.305  0.002
H -3.962 4.064 -1.357  0.000
F -0.053 -2.199 1.044  -0.029
C 0.666 -2.762 0.012  -0.001
C 1.362 -3.979 0.275  0.004
C 2.188 -4.462 -0.664  0.000
C 2.223 -3.892 -1.943  0.001
C 1.376 -2.863 -2.250  0.001
C 0.731 -2.216 -1.197  0.011
H 1.284 -4.511 1.212  0.000
H 2.915 -5.190 -0.335  0.000
H 2.957 -4.285 -2.630  0.000
H 1.385 -2.327 -3.188  0.000
H 0.106 -1.370 -1.441  0.002

Forces on atoms 1 to 6 (eV/Å):
-1.31 2.35 0.76
0.52 -0.12 0.28
-0.02 -0.47 0.30
-2.98 -2.48 -0.98
1.27 0.88 0.37
3.76 -1.23 0.73

Results
**2S+1**: 5
**<S²>**: 6.0154
**HOMO energy (spin up / spin down)**: 0.1401 / 0.1389 Ha
**Net charge**: -4
**Kohn-Sham gap (spin up / spin down)**: 0.1315 / 0.1327 hartree
**E_tot**: -206407.6927 eV